{
  "formula": "C20H20F3N3O4S",
  "method": "ωB97M-V/def2-TZVPD",
  "relative_energy_kj_mol": 244.35,
  "smiles": "O=C1C=C(CCCCSc2nnco2)C(=O)C(C[C@@H](O)C(F)(F)F)=C1.c1ccncc1",
  "charge": 0,
  "homo_lumo_gap_ev": 8.00,
  "species": ["O", "C", "C", "C", "C", "C", "C", "C", "S", "C", "N", "N", "C", "O", "C", "O", "C", "C", "C", "O", "C", "F", "F", "F", "C", "H", "H", "H", "H", "H", "H", "H", "H", "H", "H", "H", "H", "H", "H", "H", "N", "C", "C", "C", "C", "C", "H", "H", "H", "H", "H"],
  "xyz": [[-0.0137, 3.5641, 3.2253], [0.0656, 2.7038, 2.3657], [1.1636, 1.7079, 2.3853], [1.1748, 0.5968, 1.6626], [2.3752, -0.3150, 1.7480], [2.1481, -1.7931, 1.4233], [3.5168, -2.4798, 1.2007], [4.4648, -2.3254, 2.3746], [6.0436, -3.2057, 2.1187], [6.5701, -2.4038, 0.6636], [6.3854, -1.2274, 0.2587], [7.0187, -1.1560, -0.9837], [7.5210, -2.2725, -1.1978], [7.2900, -3.1528, -0.1857], [0.0038, 0.3429, 0.7803], [-0.2622, -0.7406, 0.2878], [-0.9267, 1.4885, 0.5083], [-1.9254, 1.3590, -0.6034], [-1.4300, 1.9517, -1.9101], [-2.2717, 1.4194, -2.9232], [-1.5209, 3.5016, -1.9752], [-2.3217, 4.0356, -1.0638], [-0.3161, 4.0533, -1.8622], [-1.9871, 3.8993, -3.1640], [-0.8985, 2.5790, 1.2591], [1.9955, 1.9300, 3.0363], [2.7071, -0.2679, 2.7796], [3.2109, 0.0559, 1.1584], [1.5944, -1.9501, 0.5108], [1.6830, -2.3167, 2.2523], [3.9678, -1.9592, 0.3605], [3.3872, -3.5222, 0.9353], [4.0150, -2.7067, 3.2851], [4.7357, -1.2945, 2.5541], [8.0716, -2.5848, -2.0543], [-2.8431, 1.8443, -0.3043], [-2.1547, 0.3242, -0.8007], [-0.4107, 1.6686, -2.1646], [-1.8066, 1.4342, -3.7620], [-1.5705, 3.4109, 1.1258], [-4.7349, -0.1721, -0.9524], [-5.6732, -0.4640, -0.0520], [-6.9749, -0.8105, -0.3784], [-7.3257, -0.8539, -1.7176], [-6.3654, -0.5523, -2.6685], [-5.0898, -0.2201, -2.2356], [-5.3567, -0.4157, 0.9847], [-7.6930, -1.0395, 0.3969], [-8.3324, -1.1188, -2.0151], [-6.5977, -0.5729, -3.7243], [-4.3064, 0.0229, -2.9428]],
  "nbo_charge": [-0.494, 0.488, -0.218, -0.057, -0.444, -0.391, -0.412, -0.513, 0.272, 0.307, -0.342, -0.283, 0.289, -0.423, 0.572, -0.521, -0.047, -0.475, 0.029, -0.702, 0.945, -0.320, -0.324, -0.324, -0.239, 0.222, 0.216, 0.232, 0.239, 0.196, 0.210, 0.214, 0.229, 0.229, 0.206, 0.246, 0.281, 0.191, 0.479, 0.237, -0.433, 0.035, -0.263, -0.167, -0.261, 0.036, 0.191, 0.220, 0.216, 0.219, 0.209]
}

{
  "formula": "C20H20F4IO5S2",
  "method": "ωB97M-V/def2-TZVPD",
  "relative_energy_kj_mol": 0.00,
  "charge": -1,
  "homo_lumo_gap_ev": 4.31,
  "species": ["C", "C", "C", "C", "C", "I", "C", "C", "C", "C", "O", "S", "C", "F", "F", "F", "H", "H", "H", "H", "H", "H", "H", "H", "H", "H", "C", "C", "O", "C", "C", "F", "S", "C", "C", "C", "C", "C", "C", "O", "O", "O", "H", "H", "H", "H", "H", "H", "H", "H", "H", "H"],
  "xyz": [[-4.6734, -2.3443, -0.0324], [-3.5334, -1.7221, 0.7816], [-3.9208, -1.7418, 2.2458], [-2.2544, -2.4838, 0.4580], [-1.2123, -1.6104, 0.0729], [-0.4393, -1.9488, 2.8790], [-0.0325, -2.1493, -0.4355], [0.0646, -3.4717, -0.8352], [-0.9900, -4.3363, -0.5142], [-2.1263, -3.8426, 0.1312], [-3.2891, -0.3978, 0.3938], [-1.2444, 0.1725, 0.1214], [-2.0935, 1.1618, -1.2395], [-1.1571, 1.9452, -1.8292], [-2.7195, 0.4403, -2.1871], [-2.9916, 1.9611, -0.5908], [-4.8548, -3.3823, 0.2991], [-5.5582, -1.7201, 0.1314], [-4.4258, -2.3420, -1.1008], [-3.8651, -2.7509, 2.6726], [-3.3003, -1.0487, 2.8133], [-4.9448, -1.3604, 2.3014], [0.7473, -1.4198, -0.6046], [0.9094, -3.7968, -1.4363], [-0.9347, -5.3621, -0.8720], [-2.9231, -4.5766, 0.3136], [4.7537, 1.6063, -3.6372], [3.7991, 0.4476, -3.5052], [2.6333, 0.9489, -2.7213], [2.0248, -0.0011, -1.9728], [1.4416, 0.5415, -0.6518], [1.9648, -0.2761, 0.3250], [2.1888, 2.2725, -0.3567], [1.6642, 2.6310, 1.3327], [1.1740, 3.9083, 1.5768], [0.7438, 4.2165, 2.8618], [0.7986, 3.2502, 3.8783], [1.3404, 1.9894, 3.6069], [1.8143, 1.6906, 2.3387], [3.6252, 2.2211, -0.3385], [1.4140, 3.1398, -1.2247], [2.0554, -1.1872, -2.1971], [5.6452, 1.2892, -4.1924], [4.2779, 2.4197, -4.1893], [5.0605, 1.9878, -2.6546], [3.3892, 0.1472, -4.4783], [4.2669, -0.4138, -3.0046], [1.1410, 4.6487, 0.7802], [0.3763, 5.2125, 3.0935], [0.4798, 3.4812, 4.8948], [1.4109, 1.2214, 4.3746], [2.2793, 0.7344, 2.1238]],
  "nbo_charge": [-0.606, 0.200, -0.624, 0.060, -0.232, -0.864, -0.095, -0.252, -0.177, -0.251, -0.681, 0.885, 0.857, -0.305, -0.305, -0.305, 0.206, 0.210, 0.215, 0.211, 0.253, 0.188, 0.234, 0.220, 0.203, 0.213, -0.634, -0.063, -0.524, 0.718, -0.112, -0.370, 2.091, -0.229, -0.231, -0.221, -0.204, -0.183, -0.216, -0.937, -0.941, -0.587, 0.205, 0.213, 0.239, 0.184, 0.201, 0.237, 0.208, 0.210, 0.234, 0.259]
}

{
  "formula": "C20H20F6N3O4P2S2Tc",
  "method": "ωB97M-V/def2-TZVPD",
  "spin_multiplicity": 2,
  "charge": 1,
  "s2": 0.76,
  "homo_lumo_gap_ev": [3.92, 4.24],
  "species": ["Tc", "O", "C", "O", "C", "C", "C", "N", "C", "C", "C", "C", "C", "C", "C", "N", "C", "C", "C", "C", "C", "N", "H", "H", "H", "H", "H", "H", "H", "H", "H", "H", "C", "C", "O", "P", "S", "S", "O", "C", "C", "H", "H", "H", "H", "H", "H", "H", "H", "H", "H", "F", "P", "F", "F", "F", "F", "F"],
  "xyz": [[-0.3344, 1.0061, -0.1641], [0.2381, -0.6046, 6.6088], [-0.0646, -1.4369, 5.7460], [-0.3483, -2.6404, 5.7863], [-0.0870, -0.8479, 4.3036], [0.2560, 0.4765, 4.0739], [0.2525, 0.9562, 2.7801], [-0.0659, 0.1739, 1.7360], [-0.3977, -1.1061, 1.9498], [-0.4216, -1.6491, 3.2200], [-0.6449, -1.8257, 0.7046], [-0.9461, -3.1784, 0.6343], [-1.0907, -3.7712, -0.6040], [-0.9178, -2.9995, -1.7455], [-0.6238, -1.6610, -1.6137], [-0.5020, -1.0759, -0.4071], [0.5534, 2.3225, 2.3689], [0.9887, 3.3332, 3.2143], [1.2168, 4.5902, 2.6905], [1.0010, 4.8140, 1.3347], [0.5797, 3.7686, 0.5463], [0.3676, 2.5448, 1.0562], [0.5125, 1.0704, 4.9426], [-0.6687, -2.6796, 3.4418], [-1.0569, -3.7462, 1.5458], [-1.3277, -4.8228, -0.6809], [-1.0169, -3.4221, -2.7342], [-0.4934, -1.0294, -2.4761], [1.1336, 3.1240, 4.2632], [1.5530, 5.3940, 3.3307], [1.1434, 5.7894, 0.8942], [0.3649, 3.8938, -0.5051], [3.6692, 0.4728, -4.5794], [2.4692, -0.4186, -4.4070], [1.2973, 0.2447, -3.8084], [1.1744, 1.3806, -2.7564], [1.8709, 0.8424, -0.9228], [-0.7964, 1.6776, -2.3465], [1.8971, 2.6247, -3.3610], [1.6469, 4.0391, -3.0891], [2.0078, 4.8185, -4.3260], [4.4506, -0.1200, -5.0560], [4.0604, 0.8256, -3.6255], [3.4521, 1.3261, -5.2174], [2.6808, -1.2691, -3.7591], [2.0869, -0.7784, -5.3591], [2.2705, 4.3066, -2.2352], [0.5915, 4.1524, -2.8308], [3.0466, 4.6464, -4.6022], [1.8794, 5.8820, -4.1262], [1.3650, 4.5470, -5.1612], [-2.3702, 0.7134, 0.2185], [-3.3109, 2.2163, 0.6507], [-3.9609, 2.0657, -0.7839], [-2.4206, 2.1875, 1.9904], [-2.0031, 2.9476, -0.0788], [-3.9979, 3.5721, 0.9888], [-4.3733, 1.2639, 1.3006]],
  "nbo_charge": [0.883, -0.698, 0.726, -0.700, 0.016, -0.189, 0.237, -0.476, 0.221, -0.186, 0.203, -0.195, -0.089, -0.233, 0.082, -0.389, 0.207, -0.195, -0.095, -0.221, 0.081, -0.391, 0.278, 0.277, 0.261, 0.251, 0.252, 0.232, 0.261, 0.251, 0.250, 0.225, -0.651, -0.045, -0.845, 1.810, -0.223, -0.146, -0.837, -0.053, -0.631, 0.250, 0.217, 0.231, 0.200, 0.217, 0.196, 0.191, 0.230, 0.239, 0.228, -0.563, 2.633, -0.554, -0.577, -0.571, -0.541, -0.541]
}

{
  "formula": "C20H20LiN7OS",
  "method": "ωB97M-V/def2-TZVPD",
  "relative_energy_kj_mol": 0.00,
  "charge": -2,
  "homo_lumo_gap_ev": 4.87,
  "species": ["Li", "C", "N", "C", "C", "C", "C", "C", "C", "C", "N", "C", "C", "C", "C", "C", "C", "N", "C", "C", "H", "H", "H", "H", "H", "H", "H", "H", "H", "H", "H", "H", "H", "H", "H", "H", "H", "H", "H", "H", "O", "S", "N", "N", "C", "C", "C", "N", "C", "N"],
  "xyz": [[0.7311, 0.0134, -0.2038], [-0.6534, -2.1667, -1.5910], [-0.8456, -1.5369, -0.2839], [-0.6004, -2.4809, 0.8088], [-2.1536, -0.9311, -0.1627], [-3.2729, -1.7344, -0.2396], [-4.5615, -1.2228, -0.1137], [-4.6810, 0.1377, 0.0982], [-3.5678, 0.9636, 0.1812], [-2.2359, 0.4825, 0.0539], [-1.0485, 1.1475, 0.0997], [-0.8505, 2.4812, 0.3245], [-1.7861, 3.5111, 0.6066], [-1.4135, 4.8321, 0.8208], [-0.0905, 5.2263, 0.7693], [0.8566, 4.2445, 0.4926], [0.5094, 2.9256, 0.2787], [1.5468, 1.9663, -0.0261], [2.5337, 1.8368, 1.0542], [2.2019, 2.2901, -1.3000], [-1.3389, -3.0114, -1.7541], [0.3686, -2.5322, -1.6748], [-0.8271, -1.4258, -2.3724], [-1.2674, -3.3541, 0.7688], [-0.7612, -1.9713, 1.7595], [0.4244, -2.8412, 0.7698], [-3.1339, -2.7979, -0.4021], [-5.4290, -1.8679, -0.1776], [-5.6636, 0.5868, 0.2047], [-3.7686, 2.0025, 0.3433], [-2.8346, 3.3054, 0.6745], [-2.1910, 5.5593, 1.0340], [0.2025, 6.2560, 0.9356], [1.9057, 4.5129, 0.4378], [2.9956, 2.8011, 1.3126], [3.3190, 1.1533, 0.7257], [2.0387, 1.4502, 1.9487], [2.7000, 3.2706, -1.2674], [1.4450, 2.3192, -2.0870], [2.9470, 1.5346, -1.5350], [4.7269, 0.1329, -0.4732], [3.9738, -0.7876, -1.4709], [2.4346, -1.2585, -0.6558], [2.4275, -2.5115, -0.4263], [2.4356, -3.6820, -0.3574], [2.4384, -4.9924, 0.1347], [1.9798, -6.0645, -0.6698], [1.5995, -6.9437, -1.3210], [2.9221, -5.2934, 1.4323], [3.3122, -5.5355, 2.4952]],
  "nbo_charge": [0.872, -0.412, -0.499, -0.411, 0.082, -0.235, -0.292, -0.209, -0.328, 0.261, -0.752, 0.259, -0.327, -0.209, -0.301, -0.222, 0.090, -0.510, -0.439, -0.426, 0.159, 0.225, 0.199, 0.162, 0.200, 0.221, 0.200, 0.189, 0.186, 0.191, 0.190, 0.185, 0.188, 0.199, 0.150, 0.282, 0.184, 0.151, 0.187, 0.249, -1.082, 0.539, -0.695, -0.099, 0.309, -0.597, 0.331, -0.467, 0.325, -0.456]
}

Respective calculated total energy values: -1937.0795, -2643.7231, -3398.5357, -1638.3530 hartree.